(1)
17
Properties=species:S:1:pos:R:3:forces:R:3 method="wB97M-V/def2-TZVPD" gap_ev=10.31 relative_energy_kcal_mol=60.6
C 2.20927 0.42010 -0.08332 -0.06 0.05 -0.02
C 1.03493 -0.41161 0.45234 -0.05 -0.07 0.11
C -0.38369 -0.05297 -0.00585 0.02 0.05 0.14
C -0.96846 -0.91830 -1.10540 0.00 -0.01 -0.21
C -1.50273 -1.04232 0.28255 -0.07 -0.19 0.16
C -0.91418 1.28581 0.19278 -0.18 0.37 0.05
C -1.56494 2.26168 0.47666 0.40 -0.22 -0.22
H 2.19716 0.53130 -1.17335 -0.13 -0.05 0.15
H 3.15124 -0.07967 0.17922 -0.21 0.12 -0.03
H 2.24157 1.42070 0.36007 -0.12 -0.12 -0.10
H 1.19926 -1.45467 0.15209 -0.10 0.12 0.13
H 1.07254 -0.39740 1.54734 -0.04 0.03 -0.07
H -1.59156 -0.47595 -1.87534 0.05 0.00 0.17
H -0.32621 -1.72603 -1.44500 -0.02 0.22 -0.06
H -1.27466 -1.89878 0.90621 0.07 -0.09 -0.22
H -2.47867 -0.59828 0.45952 0.26 -0.11 0.08
H -2.14272 3.12552 0.72085 0.18 -0.09 -0.08

=====

(2)
12
Properties=species:S:1:pos:R:3:forces:R:3 method="wB97M-V/def2-TZVPD" total_charge=-1 gap_ev=7.26 relative_energy_kcal_mol=38.8
O -0.30780 -1.79055 -0.43013 -0.06 0.19 -0.80
C -0.50554 -0.57694 -0.34020 -1.10 0.37 0.99
N -0.06906 0.12137 0.72111 1.31 -0.83 0.39
C 1.49087 -0.14492 1.23761 -1.00 0.57 0.86
O 2.08255 1.01147 1.26391 0.27 -0.21 -0.41
C -1.34877 0.26011 -1.33987 1.75 0.03 0.09
H -0.08052 1.12502 0.79897 -0.34 0.25 -0.67
H 1.31938 -0.57933 2.24498 0.02 -0.33 -0.03
H 1.78437 -0.95227 0.54669 0.27 0.09 -0.17
H -2.39587 0.39386 -1.09150 -0.10 -0.35 -0.06
H -1.13296 -0.08411 -2.35385 -0.58 -0.24 0.05
H -0.83666 1.21628 -1.25774 -0.42 0.46 -0.25

=====

(3)
42
Properties=species:S:1:pos:R:3:forces:R:3 method="wB97M-V/def2-TZVPD" gap_ev=9.20
C 4.73806 -0.20098 0.52121 -0.02 -0.04 0.10
O 4.36494 0.56889 -0.59544 -0.05 0.25 -0.15
C 3.16168 0.14328 -1.19036 -0.18 0.01 -0.24
C 2.56740 1.32291 -1.95531 0.19 -0.09 0.48
H 3.35912 1.77532 -2.55173 0.01 0.00 -0.13
H 1.77473 0.98062 -2.62371 0.00 0.00 -0.07
C 2.02020 2.36634 -0.97681 0.29 -0.04 -0.19
N 0.76622 1.95742 -0.38668 -0.16 0.03 -0.22
C 0.64967 1.47879 0.87204 -0.17 0.11 -0.41
O 1.57836 1.32858 1.64188 0.07 -0.06 0.22
C -0.73789 1.14926 1.25461 -0.19 -0.43 1.12
C -1.23888 0.74054 2.46192 0.48 0.26 -0.69
C -2.62809 0.57470 2.28000 -0.28 0.33 -0.66
C -2.88936 0.89629 0.97526 -0.03 0.08 1.08
C -4.10529 0.78616 0.16295 0.36 -0.74 -0.54
H -5.00945 0.81701 0.76111 -0.05 -0.05 0.03
H -4.13399 1.51135 -0.64489 -0.05 0.05 -0.05
S -4.10607 -0.88305 -0.67519 0.00 0.15 -0.07
O -5.03003 -1.72497 0.02994 0.05 -0.09 0.45
O -4.30601 -0.66927 -2.08106 0.26 0.20 -0.19
C -2.44354 -1.51702 -0.41243 -0.60 0.20 -0.12
C -2.18160 -2.24887 0.73001 -0.01 -0.09 0.02
C -0.89693 -2.70599 0.96391 0.07 0.00 -0.07
C 0.09712 -2.41761 0.04018 0.05 -0.05 0.01
C -0.16661 -1.68900 -1.11096 0.04 -0.05 0.07
C -1.45427 -1.23291 -1.33390 -0.02 -0.03 -0.10
H -1.70886 -0.67304 -2.21992 0.04 0.08 -0.14
H 0.62293 -1.48757 -1.81824 0.05 0.00 -0.06
Br 1.85189 -3.05739 0.34950 -0.10 0.01 0.01
H -0.66706 -3.27967 1.84812 0.02 -0.04 0.05
H -2.98896 -2.46389 1.41143 -0.04 -0.05 0.13
O -1.74381 1.24532 0.34702 -0.01 0.23 -0.17
H -3.34426 0.26918 3.01439 -0.23 -0.10 0.12
H -0.67155 0.58814 3.35621 0.20 -0.01 0.15
H -0.06082 1.99963 -0.96141 0.00 -0.01 0.13
H 1.87123 3.32311 -1.48443 0.04 -0.03 0.10
H 2.73750 2.49433 -0.16352 -0.07 0.11 -0.10
H 3.35520 -0.70734 -1.86436 -0.06 0.06 0.11
H 2.45802 -0.18418 -0.41344 0.02 -0.05 -0.06
H 4.87198 -1.25612 0.25366 0.04 0.00 0.01
H 3.98487 -0.12627 1.31392 0.02 -0.02 -0.02
H 5.68221 0.20797 0.87448 0.02 -0.08 0.06

=====

(4)
34
Properties=species:S:1:pos:R:3:forces:R:3 method="wB97M-V/def2-TZVPD" gap_ev="6.91 / 6.91" relative_energy_kcal_mol=134.7
C -4.01658 1.00134 0.41096 0.61 0.22 -0.04
C -3.50417 2.36862 0.90637 -2.53 -0.67 1.01
C -5.36645 0.92336 -0.10428 -1.44 -1.03 -2.99
C 3.67037 -1.79658 1.94686 -0.51 2.46 -2.61
C 0.12475 0.18113 -1.74650 1.22 2.95 1.13
C 1.82040 1.33690 -0.29592 -2.12 0.28 -2.33
C 2.44153 -0.65744 -1.69183 2.37 -3.53 2.20
C 2.59362 -0.94497 2.55571 -0.17 -1.72 1.54
C 1.41184 -0.02138 -0.85727 -0.68 0.94 -0.38
N -3.17934 0.05624 0.43148 2.54 -0.05 0.87
O 1.38992 -2.49099 0.39502 1.11 -2.21 -0.25
O 1.73245 -0.34303 1.88676 1.19 0.39 1.71
O -3.43767 -1.24611 0.00884 -1.16 0.61 -0.31
P 0.80439 -1.16376 0.56305 -2.23 1.75 -1.61
H -4.01508 2.69466 1.91343 0.89 -0.42 -2.17
H -3.51558 3.10432 0.11479 -0.98 0.44 -0.12
H -2.49404 2.26553 1.02253 2.70 -0.47 1.07
H -5.55400 -0.08125 -0.58243 0.15 0.71 0.93
H -6.08791 1.08589 0.69265 -0.33 0.39 -0.33
H -5.47235 1.58147 -1.04991 -0.14 -0.34 1.92
H 4.43614 -2.02006 2.61194 1.06 -0.76 1.43
H 3.31141 -2.63542 1.31179 -0.35 0.28 0.60
H 4.16672 -1.12612 1.14482 -0.75 -0.86 1.01
H 0.36920 0.71106 -2.76408 -0.49 -0.73 2.09
H -0.22406 -0.77331 -1.94670 -1.24 -1.79 -0.63
H -0.57750 0.76364 -1.04716 0.44 -0.78 -1.63
H 2.74255 1.39173 0.21403 1.14 -0.06 0.37
H 1.00240 1.53412 0.39501 0.06 1.04 0.10
H 1.77640 1.99997 -1.23910 0.26 -0.30 1.84
H 3.50682 -0.45404 -1.31096 -1.33 -0.56 0.06
H 2.20340 -1.81783 -1.52020 1.13 2.12 -1.09
H 2.58498 -0.39382 -2.70194 -0.79 0.34 -1.45
H 2.41970 -1.01745 3.72061 0.59 0.69 -2.10
H -2.58268 -1.70378 0.08160 -0.24 0.64 0.18